This record from OMol25 describes a structure of composition C42H47BaF3N5S at a distorted geometry. The level of theory is the ωB97M-V functional and the def2-TZVPD basis.

The geometry in XYZ format:
```
99
Properties=species:S:1:pos:R:3:forces:R:3
Ba -0.1366 0.4654 1.1089 -0.1 0.6 1.3
C 1.9500 -5.9389 -0.0617 0.0 0.0 0.0
C 1.2403 -5.4323 1.1962 0.0 0.0 0.0
C 0.3776 -4.2366 0.9337 0.0 0.0 0.1
C -0.9668 -4.2072 0.6899 0.0 -0.1 0.0
C -1.9151 -5.3624 0.6230 0.0 0.0 0.0
C -2.1369 -5.8564 -0.8079 0.0 0.0 0.0
C -1.3152 -2.8148 0.4207 0.1 0.0 -0.1
C -2.5748 -2.3207 0.0291 -0.1 -0.1 0.0
C -2.9628 -1.0411 -0.3972 0.0 0.2 -0.1
C -4.2699 -0.6597 -0.9392 0.0 0.0 0.0
C -5.4692 -1.5517 -1.0035 0.0 0.0 0.0
C -6.2396 -1.5784 0.3182 0.0 0.0 0.0
C -4.1723 0.6454 -1.3204 -0.1 0.0 0.0
C -2.8013 1.0686 -1.0244 0.0 -0.2 -0.2
C -2.2059 2.2788 -1.4249 -0.1 0.2 -0.2
C -0.8578 2.6592 -1.4853 0.3 -0.1 -0.1
N 0.1746 1.9509 -0.9909 0.0 -0.8 0.2
C 1.3412 2.4927 -1.3883 -0.1 0.1 -0.1
C 2.6146 1.9485 -1.1562 0.1 0.1 0.0
C 2.9906 0.7307 -0.5542 0.0 -0.1 0.0
N 2.1382 -0.1532 -0.0104 -0.8 0.0 -0.1
C 2.8035 -1.2596 0.3825 0.1 0.2 -0.3
C 2.2045 -2.4526 0.8113 0.1 -0.3 -0.1
C 0.8560 -2.8607 0.8034 -0.1 -0.1 -0.2
N -0.1980 -2.0719 0.5240 0.1 0.8 -0.3
C 4.2274 -1.0559 0.1060 0.0 0.0 0.1
C 4.3423 0.1699 -0.4813 0.0 0.0 0.0
C 5.5767 0.8167 -1.0265 0.0 0.0 0.0
C 5.6913 0.6712 -2.5453 0.0 0.0 0.0
C 5.3079 -2.0654 0.3440 0.0 0.0 0.0
C 5.4399 -3.0640 -0.8086 0.0 0.0 0.0
C 1.0400 3.6914 -2.1836 0.0 -0.1 0.0
C -0.3160 3.7955 -2.2333 0.0 0.1 0.0
C -1.1296 4.8084 -2.9779 0.0 0.0 0.0
C -1.5387 4.3091 -4.3656 0.0 0.0 0.0
C 2.0535 4.6144 -2.7826 0.0 0.0 0.0
C 2.6283 5.5839 -1.7484 0.0 0.0 0.0
N -2.1537 0.0370 -0.4574 0.8 -0.1 0.0
C -5.2390 1.5213 -1.8984 0.0 0.0 0.0
C -5.7975 2.5056 -0.8678 0.0 0.0 0.0
H 2.5735 -6.8090 0.1543 0.0 0.0 0.0
H 2.5841 -5.1594 -0.4855 0.0 0.0 0.0
H 1.2253 -6.2191 -0.8269 0.0 0.0 0.0
H 1.9868 -5.1809 1.9555 0.0 0.0 0.0
H 0.6344 -6.2372 1.6210 0.0 0.0 0.0
H -2.8766 -5.0715 1.0558 0.0 0.0 0.0
H -1.5413 -6.1845 1.2396 0.0 0.0 0.0
H -2.5276 -5.0539 -1.4346 0.0 0.0 0.0
H -2.8426 -6.6896 -0.8354 0.0 0.0 0.0
H -1.1982 -6.1891 -1.2526 0.0 0.0 0.0
H -3.3621 -3.0681 -0.0090 0.0 0.0 0.0
H -5.1571 -2.5679 -1.2607 0.0 0.0 0.0
H -6.1348 -1.2274 -1.8078 0.0 0.0 0.0
H -5.5983 -1.9254 1.1293 0.0 0.0 0.0
H -7.1080 -2.2383 0.2599 0.0 0.0 0.0
H -6.5862 -0.5786 0.5823 0.0 0.0 0.0
H -2.8825 2.9904 -1.8890 -0.1 0.0 0.0
H 3.4389 2.5304 -1.5579 0.0 0.0 0.0
H 2.9045 -3.2468 1.0558 0.0 0.0 0.0
H 6.4614 0.3846 -0.5511 0.0 0.0 0.0
H 5.5791 1.8791 -0.7645 0.0 0.0 0.0
H 5.7258 -0.3805 -2.8323 0.0 0.0 0.0
H 6.5935 1.1580 -2.9218 0.0 0.0 0.0
H 4.8283 1.1149 -3.0427 0.0 0.0 0.0
H 5.1031 -2.6064 1.2721 0.0 0.0 0.0
H 6.2632 -1.5548 0.4939 0.0 0.0 0.0
H 4.4848 -3.5553 -1.0002 0.0 0.0 0.0
H 6.1844 -3.8325 -0.5907 0.0 0.0 0.0
H 5.7326 -2.5537 -1.7269 0.0 0.0 0.0
H -0.5624 5.7377 -3.0750 0.0 0.0 0.0
H -2.0235 5.0584 -2.4003 0.0 0.0 0.0
H -0.6567 4.1100 -4.9763 0.0 0.0 0.0
H -2.1600 5.0411 -4.8862 0.0 0.0 0.0
H -2.0984 3.3761 -4.2879 0.0 0.0 0.0
H 1.6040 5.1800 -3.6031 0.0 0.0 0.0
H 2.8645 4.0305 -3.2280 0.0 0.0 0.0
H 1.8358 6.1988 -1.3202 0.0 0.0 0.0
H 3.3763 6.2447 -2.1913 0.0 0.0 0.0
H 3.0939 5.0368 -0.9280 0.0 0.0 0.0
H -6.0504 0.9042 -2.2929 0.0 0.0 0.0
H -4.8366 2.0789 -2.7499 0.0 0.0 0.0
H -6.2646 1.9707 -0.0398 0.0 0.0 0.0
H -6.5419 3.1702 -1.3111 0.0 0.0 0.0
H -4.9977 3.1160 -0.4477 0.0 0.0 0.0
F -0.9663 4.5932 5.7211 0.0 0.0 -0.1
C -1.2805 3.4160 6.2840 0.0 0.1 0.1
F -2.6006 3.2347 6.1262 0.0 0.0 -0.1
F -1.1034 3.6017 7.6220 0.0 0.0 0.1
C -0.4482 2.2689 5.7912 0.1 -0.1 0.0
C 0.3458 1.5922 6.6961 -0.1 0.1 -0.1
C 1.1278 0.5265 6.2717 0.1 -0.1 -0.1
C 1.0639 0.1945 4.9303 0.0 0.0 0.1
N 0.3108 0.8272 4.0427 0.0 0.0 -0.1
C -0.4647 1.8740 4.4204 -0.2 0.2 -0.1
S -1.4214 2.6635 3.2308 0.1 -0.1 0.0
H 0.3503 1.9011 7.7322 0.0 0.0 0.0
H 1.7613 -0.0253 6.9510 0.0 0.0 0.0
H 1.6527 -0.6308 4.5388 0.0 0.0 0.0
```
Forces are in eV/Å.

As for the total energy: -2625.941549 hartree. Its relative energy (zero: lowest compared OMol25 entry of this formula, charge and spin) is 0.401 eV. The HOMO-LUMO gap comes out at 5.8192 eV. The total charge is -1. As for the max |F|: 1.43 eV/A. The multiplicity is 1.